Computed, not measured: a 2-piece molecular cluster, C2H3ClIN overall at a distorted geometry, with wB97M-V/def2-TZVPD.

Cartesian coordinates (Å):
C (-0.10926, -0.66483, 0.09380)
C (-2.20557, 0.49110, -0.22812)
N (-1.23382, -0.32148, -0.25063)
Cl (0.81976, -2.16533, -0.01887)
I (4.54646, 0.35147, -0.05493)
H (-2.99308, 0.48200, 0.54101)
H (-2.33242, 0.94630, -1.12463)
H (3.50794, 0.88077, 1.04237)

The molar mass comes out at 203.4 g/mol. As for the spin multiplicity: 1. Its highest occupied orbital energy is -0.3009 Ha.

In elementary charge units, the Löwdin charges are:
1. C -0.509
2. C -0.009
3. N -0.116
4. Cl 0.505
5. I 0.350
6. H 0.093
7. H 0.038
8. H -0.351



Computed, not measured: an isolated molecule of C5H6O, with wB97M-V/def2-TZVPD.

Cartesian coordinates (Å):
C (-1.81643, 0.27223, -0.33573)
C (-0.93116, -0.96318, -0.12878)
C (0.47245, -0.55902, -0.09182)
C (1.56102, -0.05505, 0.04915)
C (2.73189, 0.69514, 0.45374)
O (2.63930, 1.82280, 0.88545)
H (-1.60101, 1.02011, 0.43325)
H (-1.61849, 0.72879, -1.30991)
H (-2.87582, 0.00686, -0.28160)
H (-1.11421, -1.72173, -0.89725)
H (-1.15477, -1.43105, 0.83805)
H (3.70722, 0.18408, 0.38545)

The molar mass comes out at 82.1 g/mol. As for the spin multiplicity: 1. Its SMILES is CCC#CC=O. Its highest occupied orbital energy is -0.3768 Ha.

Atom charges from the Löwdin analysis, given in e for atoms 1 to 8:
1. C -0.103
2. C -0.251
3. C -0.023
4. C 0.039
5. C -0.288
6. O 0.052
7. H 0.081
8. H 0.079



Computed, not measured: an isolated ion of composition C9H9N2O and charge +1 at a distorted geometry, with wB97M-V/def2-TZVPD.

Cartesian coordinates (Å):
C (-0.03735, 0.26901, -0.78894)
C (-1.32211, 0.42000, -0.94065)
C (-0.93431, 2.11188, 0.74769)
C (0.29428, 1.66363, 0.96265)
C (1.62109, -1.92132, 0.13087)
C (0.83856, -2.45409, -0.83470)
C (-1.89852, 1.66643, -0.32956)
C (1.36217, -0.68672, 0.94248)
C (1.00782, 0.59332, 0.11812)
N (-1.47416, -1.81055, -1.47059)
N (-0.28918, -1.82021, -1.19582)
O (-2.07988, -0.62868, -1.42864)
H (-1.32903, 2.87926, 1.39626)
H (0.89771, 2.04515, 1.77101)
H (2.49862, -2.48934, 0.40327)
H (1.09327, -3.37939, -1.33646)
H (-2.03681, 2.46326, -1.06660)
H (-2.87996, 1.43599, 0.09389)
H (0.52497, -0.89298, 1.61873)
H (2.23546, -0.46824, 1.55446)
H (1.90736, 1.00358, -0.34748)

The molar mass comes out at 161.2 g/mol. As for the spin multiplicity: 1. As for the net charge: +1. Its highest occupied orbital energy is -0.5128 Ha.

Atom charges from the Löwdin analysis, given in e for atoms 1 to 8:
1. C 0.166
2. C -0.188
3. C -0.044
4. C -0.020
5. C 0.004
6. C -0.075
7. C -0.052
8. C -0.098



Computed, not measured: an isolated molecule of C12H12ClN5S at a distorted geometry, with wB97M-V/def2-TZVPD.

Cartesian coordinates (Å):
C (-2.54169, -0.56995, 1.75722)
N (-1.98880, -0.75361, 0.44673)
C (-0.84800, -1.40848, 0.09141)
C (0.12497, -2.00755, 1.05438)
N (1.45979, -2.07037, 0.51182)
C (2.07189, -0.92912, 0.01669)
C (3.18099, -1.07409, -0.82126)
C (3.85986, 0.02880, -1.29325)
C (3.45319, 1.30987, -0.95609)
C (2.35469, 1.45080, -0.12785)
Cl (1.80446, 3.03641, 0.29506)
C (1.66625, 0.35782, 0.36776)
N (-0.68659, -1.36158, -1.20502)
N (-1.70076, -0.67177, -1.73075)
C (-2.47490, -0.30341, -0.75211)
S (-3.86840, 0.74626, -0.89279)
C (-2.89927, 2.31483, -1.04337)
C (-2.08559, 2.42752, 0.13011)
N (-1.46920, 2.41657, 1.09337)
H (-2.61930, -1.53047, 2.26768)
H (-1.91283, 0.10557, 2.34077)
H (-3.53352, -0.12971, 1.65956)
H (0.13675, -1.40867, 1.97239)
H (-0.18453, -3.02318, 1.32170)
H (1.61500, -2.87340, -0.08122)
H (3.49962, -2.06701, -1.10231)
H (4.71250, -0.10482, -1.94172)
H (3.97040, 2.17770, -1.33087)
H (0.81681, 0.53193, 1.00785)
H (-3.62276, 3.12690, -1.10857)
H (-2.29105, 2.25618, -1.94730)

The molar mass comes out at 293.8 g/mol. As for the spin multiplicity: 1. Its SMILES is Cn1c(CNc2cccc(Cl)c2)nnc1SCC#N. Its highest occupied orbital energy is -0.2974 Ha.

Atom charges from the Löwdin analysis, given in e for atoms 1 to 8:
1. C -0.038
2. N -0.056
3. C -0.308
4. C -0.130
5. N 0.018
6. C -0.274
7. C -0.033
8. C -0.085



Computed, not measured: a 2-piece molecular cluster, CH2BrNO overall at a distorted geometry, with wB97M-V/def2-TZVPD.

Cartesian coordinates (Å):
C (-0.32983, -1.38327, -0.55370)
N (1.35267, 0.51145, -0.02991)
O (-0.47208, -2.27466, 0.19660)
Br (2.96194, -0.38395, -0.02204)
H (-0.14961, -0.54088, -1.14636)
H (1.12103, 1.00239, 0.87682)

The molar mass comes out at 123.9 g/mol. As for the spin multiplicity: 1. Its highest occupied orbital energy (alpha / beta) is -0.3099 / -0.2652 Ha.

In elementary charge units, the Löwdin charges are:
1. C 0.074
2. N -0.646
3. O 0.134
4. Br 0.426
5. H 0.057
6. H -0.046